[1]
{
  "formula": "C27H30IN7O4RhS2Si",
  "method": "wB97M-V/def2-TZVPD",
  "total_charge": 1,
  "homo_ev": -10.519,
  "e_tot_ev": -87760.033,
  "homo_lumo_gap_ev": 7.57,
  "symbols": ["Rh", "C", "C", "C", "C", "C", "C", "N", "N", "Si", "C", "C", "C", "H", "H", "H", "H", "H", "H", "H", "H", "H", "H", "H", "H", "H", "H", "H", "C", "C", "N", "C", "C", "S", "C", "C", "S", "C", "N", "C", "H", "H", "H", "H", "H", "H", "H", "H", "I", "C", "C", "N", "N", "C", "H", "H", "H", "O", "C", "O", "C", "C", "C", "C", "C", "C", "N", "O", "O", "H", "H", "H", "H"],
  "xyz": [[0.79834, 0.00047, 0.77567], [-1.45305, 1.52711, 3.31267], [-1.66071, 0.12937, 2.82634], [-2.68883, -0.66345, 3.30146], [-2.86445, -1.94764, 2.78536], [-2.04054, -2.43332, 1.79363], [-1.03589, -1.58000, 1.31886], [-0.85287, -0.35935, 1.88225], [-0.11981, -1.75220, 0.33754], [-0.39294, -2.63887, -1.15235], [-2.09711, -2.24729, -1.81130], [-0.23843, -4.47322, -0.83398], [0.95536, -2.10275, -2.32494], [-2.30283, 2.13940, 3.01038], [-0.55601, 1.96433, 2.88437], [-1.38851, 1.55806, 4.40168], [-3.35287, -0.27257, 4.05912], [-3.66317, -2.56964, 3.16935], [-2.16318, -3.42096, 1.37286], [-2.86884, -2.80004, -1.27135], [-2.17916, -2.52141, -2.86559], [-2.32915, -1.18398, -1.72279], [-0.98512, -4.83273, -0.12305], [0.74874, -4.73130, -0.44525], [-0.38654, -5.02633, -1.76529], [0.97629, -1.01641, -2.37924], [0.78650, -2.49663, -3.32895], [1.93162, -2.45905, -1.98436], [2.37769, 1.46778, -2.28871], [3.02037, 0.38345, -1.49609], [2.60217, -0.11256, -0.35636], [3.48038, -1.05078, 0.15259], [4.55963, -1.29499, -0.62810], [4.49564, -0.30841, -2.01730], [3.17047, -1.60606, 1.46559], [3.89308, -2.49860, 2.18384], [3.14437, -2.75833, 3.69144], [1.89935, -1.65800, 3.30419], [2.03021, -1.13709, 2.10227], [0.84086, -1.36980, 4.30932], [1.53698, 1.88065, -1.74097], [2.02170, 1.07775, -3.24294], [3.10537, 2.25132, -2.50099], [5.37741, -1.97177, -0.44657], [4.80915, -2.99305, 1.90841], [1.16296, -1.70132, 5.29508], [-0.08512, -1.88609, 4.05629], [0.64189, -0.30223, 4.34899], [1.92298, 6.06297, 1.51804], [2.03977, 4.01819, 1.68912], [2.99638, 3.28554, 2.35415], [2.66446, 1.98984, 2.20575], [1.54366, 1.84653, 1.48452], [1.15227, 3.07001, 1.15985], [3.86203, 3.59100, 2.91665], [3.13470, 1.17457, 2.56194], [0.25830, 3.21791, 0.57666], [-2.00181, 1.59313, 0.42637], [-1.39065, 1.40491, -0.60762], [-0.14922, 0.99075, -0.68429], [-2.01245, 1.76411, -1.93522], [-3.22346, 2.44959, -1.91624], [-3.85460, 2.79013, -3.10044], [-3.25477, 2.42363, -4.29088], [-2.05654, 1.73720, -4.34332], [-1.43509, 1.41265, -3.14933], [-3.92347, 2.77551, -5.56329], [-3.38792, 2.41782, -6.59180], [-4.95334, 3.41082, -5.49538], [-3.66279, 2.70363, -0.96186], [-4.79223, 3.32498, -3.11466], [-1.63504, 1.46969, -5.30063], [-0.50256, 0.87339, -3.16118]],
  "forces_ev_per_angstrom": [[0.602, 0.330, 0.676], [0.039, 0.014, 0.109], [-0.042, 0.151, 0.019], [0.013, -0.021, 0.016], [0.017, 0.002, 0.022], [-0.046, 0.040, -0.092], [-0.120, -0.127, 0.006], [0.153, -0.408, -0.094], [0.086, 0.057, 0.040], [0.050, -0.056, 0.077], [0.025, -0.010, -0.004], [-0.042, -0.006, -0.038], [-0.035, -0.048, 0.019], [0.040, -0.007, -0.027], [-0.022, -0.023, 0.018], [-0.011, -0.030, 0.008], [0.007, 0.000, 0.000], [-0.003, -0.002, -0.009], [-0.015, 0.009, 0.011], [0.001, 0.014, 0.009], [-0.005, -0.011, 0.001], [0.019, 0.016, -0.028], [0.011, -0.008, -0.005], [0.004, 0.018, 0.007], [0.004, -0.014, 0.013], [-0.028, 0.103, -0.088], [-0.013, -0.015, 0.018], [0.005, 0.027, -0.009], [-0.035, -0.008, 0.034], [0.097, 0.114, 0.087], [-0.252, -0.041, -0.108], [-0.031, -0.105, -0.007], [-0.011, 0.032, 0.024], [0.005, -0.005, 0.008], [-0.029, -0.035, -0.066], [-0.046, 0.010, -0.004], [0.022, 0.018, 0.012], [0.062, -0.003, -0.078], [-0.057, 0.079, -0.115], [-0.072, 0.009, -0.054], [-0.025, -0.020, -0.019], [-0.033, 0.003, -0.012], [0.000, -0.009, -0.005], [-0.004, -0.008, -0.007], [-0.007, -0.007, -0.011], [-0.015, -0.006, -0.012], [-0.058, 0.014, -0.030], [-0.056, 0.085, -0.015], [0.002, -0.001, -0.004], [0.014, -0.019, 0.038], [-0.019, 0.039, 0.014], [-0.020, -0.051, 0.006], [-0.039, 0.039, -0.201], [-0.006, 0.015, 0.004], [0.002, -0.003, -0.005], [0.003, 0.002, 0.003], [0.002, -0.009, 0.014], [-0.097, 0.023, -0.053], [0.229, 0.441, 0.037], [-0.276, -0.416, -0.241], [-0.066, -0.091, 0.062], [-0.021, -0.010, 0.000], [0.025, -0.002, 0.005], [-0.018, -0.033, -0.009], [-0.010, 0.021, 0.011], [0.006, 0.006, -0.012], [0.060, 0.101, -0.024], [-0.026, -0.028, 0.020], [-0.015, -0.043, 0.007], [0.004, 0.000, -0.005], [-0.003, -0.002, -0.002], [-0.001, -0.002, 0.003], [0.116, -0.092, 0.036]]
}

=====

[2]
{
  "formula": "C27H30N5O5SeZr",
  "method": "wB97M-V/def2-TZVPD",
  "total_charge": 1,
  "homo_ev": -10.398,
  "e_tot_ev": -112797.126,
  "homo_lumo_gap_ev": 5.95,
  "symbols": ["Zr", "N", "C", "C", "O", "N", "C", "C", "O", "O", "H", "H", "H", "H", "H", "H", "C", "O", "C", "C", "O", "C", "H", "H", "H", "H", "H", "H", "H", "H", "H", "H", "Se", "N", "C", "C", "C", "C", "N", "C", "N", "H", "H", "H", "C", "C", "C", "C", "C", "C", "C", "C", "C", "C", "C", "C", "C", "C", "H", "H", "H", "H", "H", "H", "H", "H", "H", "H", "H"],
  "xyz": [[0.23954, -0.72686, -0.58763], [-1.45717, 0.04130, -2.08458], [-2.17730, -1.06618, -2.73086], [-2.06498, -2.30969, -1.86685], [-2.45910, -3.37442, -2.32191], [-1.46640, -2.09261, -0.67183], [-1.37107, -3.26662, 0.19865], [0.05405, -3.28876, 0.70483], [0.49456, -2.03119, 0.91732], [0.75135, -4.25713, 0.82493], [-1.24427, 0.77884, -2.74684], [-2.03169, 0.47012, -1.36234], [-3.23085, -0.84347, -2.89994], [-1.73290, -1.28097, -3.70334], [-2.04891, -3.17646, 1.05194], [-1.60137, -4.18481, -0.33510], [1.22997, 0.65499, -3.58039], [1.49990, 0.55238, -2.17706], [2.40042, 1.57999, -1.72520], [3.01871, 1.12662, -0.42643], [1.95815, 0.64605, 0.38091], [2.28480, 0.45962, 1.76778], [0.74539, 1.60779, -3.80608], [0.59157, -0.17853, -3.85616], [2.16450, 0.58548, -4.13728], [1.83875, 2.50780, -1.59644], [3.17861, 1.73180, -2.47474], [3.50548, 1.97511, 0.06020], [3.75675, 0.34137, -0.59770], [2.66102, 1.39727, 2.17749], [3.02883, -0.32954, 1.88076], [1.36944, 0.17079, 2.27547], [0.34163, -3.81969, -3.46310], [1.83940, -4.70462, -3.21171], [2.57616, -4.02072, -2.35551], [3.81373, -4.42213, -1.77466], [4.35206, -3.59932, -0.84080], [3.69497, -2.38621, -0.47347], [2.58857, -1.94819, -1.01002], [2.03098, -2.76416, -1.94282], [0.84159, -2.44254, -2.43325], [4.26942, -5.35911, -2.06424], [5.27535, -3.84917, -0.33807], [4.13416, -1.78092, 0.31198], [-2.52081, 5.68595, 1.84497], [-1.30776, 5.70872, 1.17246], [-0.77735, 4.53135, 0.66795], [-1.43341, 3.31285, 0.84247], [-2.65931, 3.30522, 1.50964], [-3.19638, 4.48277, 2.00377], [-0.81244, 2.08951, 0.28491], [-0.87170, 0.81373, 0.70147], [-1.55660, 0.42207, 1.96141], [-2.62263, -0.47615, 1.97974], [-3.23576, -0.82757, 3.17387], [-2.77886, -0.30704, 4.37619], [-1.71094, 0.57953, 4.37341], [-1.11015, 0.94333, 3.17843], [-2.94284, 6.60221, 2.23608], [-0.77875, 6.64294, 1.03628], [0.16796, 4.55438, 0.13483], [-3.19583, 2.37518, 1.64161], [-4.14963, 4.46203, 2.51585], [-0.19655, 2.31327, -0.59415], [-2.98249, -0.89111, 1.04613], [-4.07292, -1.51436, 3.16571], [-3.25167, -0.58880, 5.30750], [-1.35045, 0.99639, 5.30528], [-0.29655, 1.66031, 3.17828]],
  "forces_ev_per_angstrom": [[-0.187, 0.312, 0.620], [0.137, 0.013, -0.067], [0.052, 0.006, 0.033], [-0.035, 0.039, -0.031], [-0.038, -0.032, 0.035], [0.055, -0.112, -0.141], [0.045, 0.020, -0.025], [0.027, 0.001, 0.088], [0.261, 0.162, -0.380], [-0.008, 0.015, 0.070], [-0.041, 0.038, -0.017], [-0.046, 0.026, -0.007], [-0.014, 0.008, 0.002], [0.019, 0.009, -0.007], [-0.001, 0.025, 0.007], [0.006, -0.031, -0.005], [0.029, -0.008, -0.017], [-0.056, 0.023, 0.020], [0.048, -0.023, 0.061], [-0.007, 0.036, -0.067], [-0.162, -0.270, 0.024], [0.031, 0.056, 0.012], [-0.011, 0.002, 0.003], [-0.011, -0.006, 0.003], [0.009, -0.002, 0.003], [-0.012, 0.007, -0.004], [-0.002, 0.005, -0.016], [-0.002, 0.006, 0.018], [0.005, -0.021, 0.011], [-0.008, 0.012, -0.004], [0.010, -0.009, -0.015], [-0.002, -0.017, -0.006], [0.096, 0.015, -0.010], [-0.147, 0.015, 0.025], [0.083, 0.132, 0.054], [-0.005, -0.034, -0.048], [0.033, 0.006, 0.027], [-0.035, 0.016, -0.015], [0.018, 0.014, 0.088], [-0.251, -0.140, -0.033], [0.028, -0.093, -0.090], [0.003, 0.003, 0.016], [-0.006, -0.019, -0.007], [-0.008, 0.019, -0.004], [0.002, -0.012, -0.007], [0.001, -0.007, -0.002], [-0.004, 0.008, -0.002], [0.015, -0.005, 0.010], [-0.006, -0.015, 0.009], [0.004, 0.015, 0.003], [-0.012, -0.060, 0.030], [0.050, -0.196, -0.183], [0.075, 0.058, 0.018], [-0.001, 0.007, -0.026], [-0.005, -0.008, 0.004], [0.002, 0.000, -0.007], [0.008, 0.006, -0.001], [-0.001, -0.018, 0.003], [0.001, -0.004, -0.002], [-0.001, -0.003, 0.000], [-0.005, 0.003, -0.002], [-0.001, 0.010, -0.005], [0.005, -0.003, -0.004], [-0.007, -0.002, -0.027], [-0.006, -0.008, -0.008], [0.004, 0.006, -0.004], [0.001, 0.001, -0.004], [-0.001, 0.000, -0.007], [-0.014, 0.005, 0.013]]
}